(1)
C23H44EuNOP3 | ωB97M-V/def2-TZVPD

```
73
Properties=species:S:1:pos:R:3:forces:R:3
Eu 0.4054 -0.1487 -0.5844 -2.777 0.053 1.660
P 0.8083 -2.9499 -1.2978 0.657 -0.411 0.376
P 2.7420 0.0645 0.8313 1.310 0.127 0.977
P -2.8236 0.3630 -0.5417 -0.179 0.325 -0.085
H 2.3189 4.9945 0.2632 -0.446 -0.034 0.118
C 1.2639 4.7113 0.3490 -0.314 -0.539 0.339
C 0.6880 4.4019 1.5217 0.232 0.734 -0.288
H 1.2276 4.5313 2.4707 -0.180 -0.215 -0.458
C 1.5323 -2.9079 -2.9581 0.039 0.481 0.218
C 1.8706 -4.0038 -0.2582 -0.237 0.162 -0.439
C -0.7363 -3.8771 -1.4624 -0.674 -0.127 0.062
C 3.0686 1.6317 1.6962 -0.075 0.364 0.065
C 3.0097 -1.1556 2.1672 -0.326 -0.267 -0.014
C 4.2709 -0.1412 -0.1478 -0.187 -0.065 -0.495
C -3.0572 2.0708 0.1041 0.381 0.065 0.083
C -4.2027 -0.5067 0.3036 0.435 -0.364 -0.057
C -3.5128 0.5455 -2.2334 0.219 -0.323 -0.047
H 0.6908 4.6651 -0.5858 0.228 0.108 0.380
H -0.3860 4.2016 1.6043 0.395 -0.053 -0.111
H 1.5923 -3.9709 -3.2401 0.126 0.440 -0.262
H 2.5298 -2.4449 -2.9111 -0.206 -0.346 -0.149
H 0.8955 -2.3293 -3.6516 0.241 -0.490 0.201
H 2.1635 -4.8166 -0.9219 0.156 -0.470 0.585
H 1.2744 -4.3011 0.6162 0.322 -0.281 -0.267
H 2.7389 -3.4156 0.0786 -0.213 -0.487 -0.259
H -0.4727 -4.7441 -2.0879 -0.109 0.090 0.164
H -1.5432 -3.3147 -1.9574 0.359 -0.150 0.176
H -1.0786 -4.2380 -0.4821 0.078 0.138 -0.294
H 4.1321 1.8737 1.5742 -0.249 0.034 0.196
H 2.8325 1.5125 2.7610 0.116 0.114 -0.246
H 2.4593 2.4510 1.2910 0.257 -0.180 0.121
H 4.0873 -1.2260 2.3613 -0.294 -0.005 0.092
H 2.6225 -2.1427 1.8824 0.192 0.189 0.199
H 2.4839 -0.8256 3.0710 0.115 -0.146 -0.174
H 5.0853 -0.4370 0.5267 -0.126 0.174 -0.292
H 4.5077 0.8091 -0.6445 0.067 -0.280 0.088
H 4.1291 -0.9118 -0.9192 0.250 0.127 0.186
H -3.7247 2.6362 -0.5614 0.148 -0.139 0.286
H -2.0854 2.5834 0.1638 -0.373 0.004 0.020
H -3.4972 2.0125 1.1096 0.175 0.142 -0.300
H -5.1621 -0.1837 -0.1271 0.282 -0.122 0.258
H -4.1600 -0.2798 1.3785 -0.105 -0.145 -0.327
H -4.0637 -1.5884 0.1564 -0.332 0.278 0.117
H -4.5358 0.9406 -2.1586 0.304 -0.101 -0.171
H -3.5247 -0.4431 -2.7155 -0.144 0.325 -0.004
H -2.8863 1.2216 -2.8321 -0.240 -0.141 0.133
C 0.0792 1.7592 -2.9929 -0.511 0.356 0.843
C 0.7320 0.8409 -3.8786 0.008 -0.533 -0.821
C 0.4044 0.8334 -5.2330 1.229 -0.932 1.100
C -0.5185 1.7317 -5.7708 -0.438 0.395 -0.133
C -1.0381 2.7209 -4.9260 -0.480 0.689 0.357
C -0.6665 2.7969 -3.5918 -1.518 1.011 -1.311
O -0.0328 1.6607 -1.6966 1.142 0.108 -1.980
H 1.5586 -1.8777 -0.4387 0.079 0.542 -0.223
H 1.4866 0.1455 -3.5014 -0.150 0.083 -0.087
H 0.8745 0.1146 -5.9058 -0.024 0.137 0.295
H -0.8042 1.6592 -6.8279 0.099 0.118 0.522
H -1.7974 3.4093 -5.3177 0.542 -0.113 0.182
H -1.1078 3.5822 -2.9701 0.252 -0.385 -0.059
C -1.5072 -1.2817 6.1789 -0.246 -0.114 0.125
C -1.2043 -0.8669 4.7654 0.139 -0.042 0.317
C -0.4853 0.3032 4.4968 0.123 0.176 -0.746
C -0.1998 0.6459 3.1720 -0.051 -0.255 0.195
N -0.5586 -0.1280 2.1195 0.259 -0.182 -0.504
C -1.2639 -1.2512 2.3819 0.117 0.166 0.531
C -1.6096 -1.6449 3.6775 0.118 0.079 -0.657
H -0.6125 -1.6497 6.7012 -0.121 0.137 -0.260
H -1.8981 -0.4438 6.7699 0.111 -0.139 -0.195
H -2.2500 -2.0861 6.1955 0.153 0.169 0.024
H -0.1369 0.9508 5.3028 -0.181 -0.174 -0.216
H 0.3390 1.5741 2.9436 -0.215 -0.411 0.040
H -1.5751 -1.8567 1.5182 0.095 0.249 0.310
H -2.1858 -2.5593 3.8265 0.166 0.273 -0.014
```
Positions in Å, forces in eV/Å.

Values from the calculation:
spin multiplicity: 7
molar mass: 595.50 g mol⁻¹
expectation value of S²: 12.071
highest occupied orbital energy (spin up / spin down): -0.605 / -0.622 Ha
lowest unoccupied orbital energy (spin up / spin down): -9.8 / -11.7 eV
net charge: +3

(2)
C23H44F9N4O7P2SSbSe4Ti | ωB97M-V/def2-TZVPD

```
96
Properties=species:S:1:pos:R:3:forces:R:3
Ti 0.5023 -0.0371 0.3814 -2.310 0.385 -3.512
C 0.2919 -4.6934 -0.4420 0.158 0.229 -0.142
C 0.4018 -4.2945 -1.9095 -0.027 -0.955 0.095
C -0.6910 -4.9657 -2.7375 0.297 0.295 0.088
O 0.2876 -2.8926 -2.1228 0.391 0.978 0.268
P 1.2282 -1.8464 -1.2942 1.103 -0.738 -2.608
O 0.8070 -1.8961 0.1500 -0.561 -0.495 0.095
C 1.0750 -0.1812 -1.8732 0.244 -1.802 -0.327
P -1.7753 0.4163 -0.6485 -3.583 0.400 -1.882
O -1.3498 0.0424 0.7539 -0.690 -0.507 1.591
O -2.5890 -1.0125 -1.0446 0.512 0.348 0.748
C -3.2933 -0.9592 -2.2449 -0.500 -0.053 -0.878
C -4.7957 -0.9380 -1.9746 0.257 0.159 0.019
C -2.9055 -2.1355 -3.1375 0.073 0.304 0.155
O -3.1655 1.3477 -0.3607 0.646 -1.178 -0.086
C -3.3515 2.6537 -0.8084 -0.115 1.094 -0.257
C -4.8107 2.8225 -1.2462 0.311 -0.123 0.282
C -2.4255 3.0642 -1.9517 0.066 -0.065 0.283
O 2.6723 -2.5288 -1.2988 -0.798 0.182 0.069
C 3.7893 -2.3499 -2.1865 0.321 0.072 -0.390
C 3.4156 -2.6578 -3.6308 -0.050 -0.186 0.278
C 4.3846 -0.9562 -2.0510 -0.260 -0.005 0.443
H 0.3707 -5.7778 -0.3509 -0.006 -0.045 -0.049
H -0.6654 -4.3674 -0.0323 0.028 0.034 0.052
H 1.0961 -4.2303 0.1289 -0.105 -0.141 0.196
H 1.3912 -4.6098 -2.2750 -0.175 0.059 -0.016
H -1.6662 -4.7567 -2.3016 -0.056 0.007 0.025
H -0.5328 -6.0429 -2.7528 0.004 -0.071 -0.017
H -0.6787 -4.5798 -3.7549 -0.014 -0.044 -0.121
H 0.1518 -0.1006 -2.4645 0.304 0.034 0.208
H 1.9412 0.1122 -2.4870 -0.232 0.054 0.562
H -3.0305 -0.0265 -2.7777 -0.061 -0.108 -0.023
H -5.1060 -1.8673 -1.4990 -0.009 -0.113 0.018
H -5.3412 -0.8091 -2.9085 -0.133 -0.036 -0.097
H -5.0281 -0.1140 -1.3056 -0.051 0.039 0.049
H -3.2590 -3.0671 -2.6994 -0.036 -0.112 0.051
H -1.8237 -2.1929 -3.2388 0.041 -0.004 0.006
H -3.3493 -2.0179 -4.1245 -0.099 -0.039 -0.128
H -3.1675 3.3362 0.0434 -0.023 -0.156 -0.192
H -5.0038 2.2405 -2.1469 -0.013 -0.055 -0.093
H -5.0156 3.8723 -1.4498 -0.049 0.089 -0.042
H -5.4782 2.4777 -0.4594 -0.082 -0.021 0.067
H -2.5542 2.3923 -2.8000 -0.035 0.001 -0.140
H -1.3865 3.0259 -1.6339 -0.042 -0.002 -0.129
H -2.6549 4.0837 -2.2550 -0.082 0.120 -0.092
H 4.5024 -3.0930 -1.8118 -0.121 0.137 -0.100
H 2.6058 -2.0044 -3.9568 -0.012 0.064 -0.046
H 3.1022 -3.6936 -3.7558 -0.054 -0.087 -0.035
H 4.2861 -2.4746 -4.2564 0.063 -0.004 -0.112
H 4.2252 -0.3452 -2.9350 -0.104 0.076 -0.214
H 5.4540 -0.9915 -1.8349 -0.169 0.077 0.100
H 3.8772 -0.4644 -1.2023 0.541 -0.244 -0.520
N -0.7518 -2.1049 2.2966 -1.079 -0.175 0.122
N -0.5213 -3.3087 2.9726 -0.302 -0.182 0.403
C 0.7576 -3.5781 3.3651 -0.101 0.034 -0.243
N 0.8717 -4.5754 4.3021 -0.390 -0.293 0.254
S 2.0859 -2.8198 2.7904 0.680 -0.085 0.060
H -1.0326 -1.3550 2.9427 0.117 -0.265 -0.092
H -1.4873 -2.2104 1.5960 0.372 -0.206 0.200
H -1.2636 -3.6461 3.5906 0.368 0.181 -0.150
H 0.1350 -5.2632 4.3560 0.044 -0.016 0.003
H 1.8118 -4.9135 4.4281 -0.079 0.053 -0.088
Se 6.3391 3.1599 -0.1923 -0.220 0.835 -0.345
Sb 4.7709 1.3338 0.5623 5.568 1.949 -0.007
Se 1.0460 0.3830 2.4124 0.091 0.572 5.657
Se 2.5890 0.5389 0.8594 1.906 -0.661 -0.963
Se 6.5428 -0.2925 0.8415 -0.140 -0.946 0.255
C 1.5886 5.7228 -0.4565 -0.111 -0.130 -0.004
C 2.0377 4.2901 -0.1603 0.637 0.462 -0.166
C 2.7850 4.2017 1.1845 0.289 -0.355 0.215
C 2.8887 3.7104 -1.3125 0.397 -0.076 0.004
C 0.9375 3.3637 -0.1273 -1.344 -1.225 -0.078
N 0.2348 2.4502 -0.1961 0.550 0.679 0.448
H 2.4730 6.3496 -0.5563 0.053 0.040 0.000
H 0.9695 6.1102 0.3538 0.024 0.017 0.020
H 1.0128 5.7720 -1.3825 0.044 0.010 -0.037
H 3.8743 4.2616 1.0116 -0.433 0.085 0.098
H 2.5728 3.2424 1.6818 0.177 0.317 -0.139
H 2.4683 4.9879 1.8671 -0.067 0.125 0.005
H 3.9218 4.0867 -1.2576 -0.306 -0.170 -0.004
H 2.4523 3.9656 -2.2767 -0.149 0.016 -0.108
H 2.9101 2.6087 -1.2215 0.169 0.552 -0.163
F -1.1417 2.2529 2.1364 -0.355 0.061 0.022
C -1.9270 2.0648 3.1957 -0.251 0.758 -0.732
F -2.2773 3.3088 3.5889 -0.235 0.396 0.192
F -3.0449 1.4616 2.7890 -0.180 -0.183 -0.052
C -1.2193 1.2476 4.2850 -0.525 0.818 0.339
O -0.7549 0.1354 3.8203 0.267 -1.394 -0.041
C -0.1448 2.1665 4.8978 0.446 0.661 0.539
F 0.7484 1.4932 5.6146 0.172 -0.297 -0.051
F 0.5220 2.8775 3.9802 0.125 0.142 0.013
F -0.6925 3.0726 5.7365 -0.109 0.375 0.290
C -2.2534 0.9683 5.3882 -0.800 -0.408 0.642
F -1.6821 0.7093 6.5745 0.251 -0.079 0.188
F -2.9893 -0.1133 5.0939 -0.028 -0.043 -0.150
F -3.1284 1.9672 5.5999 -0.244 0.199 0.142
```
Positions in Å, forces in eV/Å.

Values from the calculation:
spin multiplicity: 3
molar mass: 1239.09 g mol⁻¹
expectation value of S²: 2.034
highest occupied orbital energy (spin up / spin down): -0.016 / -0.038 Ha
lowest unoccupied orbital energy (spin up / spin down): 3.8 / 3.8 eV
net charge: -2

(3)
C23H44HfNP3S | ωB97M-V/def2-TZVPD

```
73
Properties=species:S:1:pos:R:3:forces:R:3
Hf -0.3356 0.2616 -0.1861 1.706 2.658 0.147
P 1.7907 0.6701 1.4907 1.401 -0.101 1.995
P 1.5866 -0.8106 -1.8588 1.513 -1.574 -0.563
P -1.8176 0.7645 1.8846 -1.733 0.730 2.506
H -4.4354 -2.3743 -1.4462 0.563 0.275 0.059
C -4.3569 -1.5627 -0.7122 -0.427 -1.043 0.248
C -4.3252 -0.2818 -1.1482 -0.789 0.537 -1.384
H -4.0940 -0.1369 -2.2061 -0.279 -0.003 0.136
C 2.0654 -0.7198 2.6898 -0.401 -0.199 -0.480
C 3.5290 0.9911 0.9822 -0.041 0.010 -0.842
C 1.5429 2.0901 2.6344 -0.518 0.248 -0.308
C 1.1952 -1.5919 -3.4767 -0.690 -0.003 -0.273
C 3.0338 0.1824 -2.4182 -0.015 0.771 0.147
C 2.3445 -2.3031 -1.0568 -0.151 0.160 0.268
C -3.5786 0.3500 1.7639 -0.300 -0.381 -0.789
C -2.0119 2.5108 2.3896 0.571 0.512 -0.240
C -1.4533 -0.1324 3.4276 0.548 -0.392 0.052
H -4.5666 -1.8978 0.3200 -0.007 0.401 -0.649
H -4.7964 0.5998 -0.6807 0.868 -0.571 0.352
H 3.0031 -0.5810 3.2521 -0.348 0.151 -0.277
H 2.1372 -1.6418 2.0940 -0.004 0.130 0.384
H 1.2265 -0.8027 3.3995 0.378 -0.043 -0.351
H 4.1553 1.2359 1.8556 -0.489 -0.136 -0.145
H 3.5529 1.8417 0.2867 0.115 -0.219 0.186
H 3.9609 0.1053 0.4947 -0.108 0.285 0.077
H 2.4632 2.2719 3.2076 -0.222 -0.173 -0.207
H 0.7260 1.8827 3.3385 0.253 0.122 -0.182
H 1.2985 2.9915 2.0528 0.127 -0.142 0.247
H 1.9376 -1.2645 -4.2204 -0.304 -0.238 0.259
H 0.1970 -1.3124 -3.8247 0.150 -0.008 -0.216
H 1.2293 -2.6855 -3.3819 0.015 0.357 -0.054
H 3.9329 -0.4507 -2.4194 -0.294 0.072 0.055
H 3.2167 1.0848 -1.8172 0.034 -0.458 -0.181
H 2.8357 0.4865 -3.4563 0.104 0.050 0.348
H 2.7801 -2.9187 -1.8610 0.000 0.299 0.376
H 1.5479 -2.8780 -0.5599 0.291 0.101 -0.110
H 3.1211 -2.0537 -0.3161 -0.323 -0.053 -0.268
H -4.0456 0.1806 2.7418 0.259 0.245 -0.175
H -3.6786 -0.5497 1.1599 -0.121 0.230 0.497
H -4.0672 1.1779 1.2430 -0.136 -0.209 0.200
H -2.2645 2.5867 3.4545 0.036 -0.179 -0.189
H -2.8136 2.9857 1.8100 0.187 -0.152 0.099
H -1.0851 3.0575 2.1983 -0.179 0.095 0.218
H -2.3559 -0.0909 4.0456 0.243 0.100 -0.038
H -0.6084 0.2873 3.9789 -0.164 -0.063 -0.073
H -1.2378 -1.1796 3.1931 -0.014 0.092 0.148
C -1.3178 -3.1091 -1.1646 -0.135 1.838 -0.383
C -1.2653 -3.6677 0.1234 0.342 -1.098 1.006
C -0.9894 -5.0237 0.2653 -0.255 1.357 0.855
C -0.7434 -5.8179 -0.8586 -0.008 -0.272 -0.418
C -0.8746 -5.2817 -2.1528 -0.247 0.971 -0.895
C -1.1327 -3.9177 -2.3131 -0.263 -1.301 -0.717
S -1.6787 -1.4309 -1.4374 -0.824 -2.611 -0.725
H -0.1242 -1.3515 0.5069 0.467 -0.561 0.400
H -1.4239 -3.0163 0.9768 -0.025 -0.291 -0.005
H -0.9665 -5.4635 1.2619 0.060 0.078 -0.247
H -0.4527 -6.8615 -0.7131 -0.220 0.216 -0.154
H -0.8351 -5.9167 -3.0472 0.313 0.231 0.481
H -1.2003 -3.4464 -3.2981 -0.105 -0.410 0.263
N -0.3978 2.0304 -1.7824 -0.844 -1.288 -0.711
C 0.2897 3.2208 -1.3120 0.475 -0.076 0.494
C -0.3574 4.0190 -0.3712 0.053 -0.121 0.438
C 0.3854 4.9883 0.3187 0.018 0.014 -0.057
C 1.7489 5.1628 0.0439 -0.338 -0.021 -0.099
C 2.3522 4.4031 -0.9698 -0.016 0.145 0.227
C 1.6194 3.4325 -1.6662 0.429 0.146 0.261
H -1.3837 2.2153 -1.9682 -0.017 0.389 -0.263
H -0.0315 1.6233 -2.6467 0.095 0.686 -0.116
H -1.4300 3.8730 -0.1683 0.503 0.159 -0.080
H -0.1001 5.5986 1.0870 0.155 -0.146 -0.382
H 2.3167 5.9221 0.5980 -0.216 -0.416 -0.329
H 3.4141 4.5691 -1.1798 -0.463 -0.073 -0.153
H 2.0968 2.8706 -2.4751 -0.241 0.161 0.298
```
Positions in Å, forces in eV/Å.

Values from the calculation:
molar mass: 638.09 g mol⁻¹
highest occupied orbital energy (spin up / spin down): -0.729 / -0.729 Ha
lowest unoccupied orbital energy (spin up / spin down): -16.1 / -16.1 eV
net charge: +4

> Which value of net charge does entry 2 give?

-2

> The highest net charge belongs to which entry?

C23H44HfNP3S